98
Properties=species:S:1:pos:R:3 method="wB97M-V/def2-TZVPD" gap_ev=6.252 de_lowest_kcal_mol=14.5 energy_ha=-6636.8880
Cu 0.48902 -0.76251 1.19038
C 1.95042 2.00609 5.73458
C 2.11312 2.12349 4.36158
C 1.46872 1.25359 3.51208
C 0.66632 0.22679 4.02458
C 0.51112 0.10899 5.41278
C 1.14522 1.00169 6.25268
N -0.00978 -0.56761 3.12648
N -0.48808 -1.68731 3.55928
C -1.12388 -2.43701 2.61228
C -2.00308 -3.43911 3.04208
C -2.61438 -4.25071 2.11308
C -2.36458 -4.06221 0.75898
C -1.51038 -3.05131 0.34318
C -0.81358 -2.25091 1.23568
H 2.43812 2.70599 6.39688
H 2.73672 2.90559 3.95338
H 1.56772 1.33669 2.43568
H -0.12988 -0.66961 5.79688
H 1.01052 0.92009 7.32158
H -2.22508 -3.52551 4.09618
H -3.30468 -5.01791 2.43308
H -2.83608 -4.70881 0.03118
H -1.34528 -2.91311 -0.72262
C -2.81518 0.99589 -1.67202
C -1.97608 1.75759 -2.65022
C -2.45898 2.94209 -3.19572
C -1.70798 3.66989 -4.10242
C -0.45918 3.21209 -4.48452
C 0.02332 2.02919 -3.95342
C -0.71538 1.30629 -3.03142
Sb 0.15722 -0.50411 -2.18412
C 0.24292 -1.40061 -4.17872
C 1.28312 -1.14941 -5.05782
C 1.34952 -1.77561 -6.29092
C 0.35862 -2.66561 -6.66092
C -0.70178 -2.89721 -5.80622
C -0.77578 -2.26831 -4.56932
C -1.94978 -2.56711 -3.68522
C 2.17662 0.25109 -2.05712
C 3.22422 -0.54891 -2.48722
C 4.53872 -0.17021 -2.28612
C 4.81712 1.00599 -1.61632
C 3.77772 1.77939 -1.13342
C 2.45482 1.41099 -1.33512
C 1.36162 2.23119 -0.73312
H -3.69728 1.56929 -1.39202
H -2.24548 0.75879 -0.77212
H -3.14838 0.05759 -2.11342
H -3.44088 3.29969 -2.90682
H -2.09678 4.59519 -4.50482
H 0.13492 3.77459 -5.19092
H 1.00502 1.67659 -4.23922
H 2.06742 -0.45861 -4.78182
H 2.17582 -1.57291 -6.95802
H 0.40622 -3.17531 -7.61152
H -1.48798 -3.58291 -6.09622
H -2.80488 -2.88441 -4.27832
H -2.23548 -1.69111 -3.10582
H -1.69858 -3.37141 -2.99152
H 3.01192 -1.49801 -2.96402
H 5.34282 -0.80391 -2.63192
H 5.84002 1.30579 -1.44132
H 3.99532 2.66979 -0.55832
H 1.76682 3.10089 -0.22152
H 0.80062 1.63529 -0.00672
H 0.66402 2.56929 -1.49652
S 2.78732 -0.73341 0.99598
C 2.67272 -2.06781 2.03188
N 2.56052 -3.29551 1.51398
C 2.26832 -4.47011 2.30698
C 2.91102 -4.30981 3.67938
C 2.46542 -2.98081 4.27808
N 2.81492 -1.92221 3.35008
H 2.39092 -3.33291 0.51878
H 2.67492 -5.34121 1.78848
H 1.18172 -4.59231 2.40428
H 3.99692 -4.30571 3.56988
H 2.62322 -5.13511 4.32768
H 2.97292 -2.78851 5.22508
H 1.38062 -2.97761 4.44778
H 2.82022 -0.97041 3.69518
C -1.04438 4.80699 0.31268
N -2.36928 4.36939 0.63998
C -3.52958 5.05259 0.38348
C -4.55628 4.29689 0.83558
N -4.02338 3.15279 1.36458
C -4.72968 2.04689 1.94208
C -2.67718 3.19749 1.24048
Se -1.53038 1.92449 1.83558
H -0.98248 5.88659 0.42688
H -0.79298 4.52909 -0.71282
H -0.33918 4.32499 0.99078
H -3.52558 6.01299 -0.08872
H -5.61068 4.48439 0.83068
H -5.75338 2.33629 2.17038
H -4.21948 1.73759 2.85478
H -4.72668 1.19939 1.25278



104
Properties=species:S:1:pos:R:3 method="wB97M-V/def2-TZVPD" gap_ev="6.598 / 6.091" de_lowest_kcal_mol=37.3 charge=+3 spin_multiplicity=2 energy_ha=-2913.6508
Ir -2.10529 0.66536 0.09856
F 3.98882 -2.71064 -0.27211
C 3.82850 -1.37352 -0.27359
C 2.56119 -0.89111 -0.17212
C 2.29594 0.48458 -0.22768
C 0.93278 0.99796 -0.18415
O -0.02579 0.17439 -0.00721
C 0.80594 2.40080 -0.36372
C 1.93788 3.17367 -0.47460
N 3.18591 2.70915 -0.45485
C 4.29725 3.62592 -0.66159
C 5.23316 3.91381 0.47605
C 4.27031 4.96237 0.00742
C 3.39957 1.33807 -0.37439
C 4.70064 0.82691 -0.45350
C 4.96048 -0.53660 -0.41946
N 6.25715 -1.03246 -0.51899
C 6.60277 -2.42319 -0.20806
C 8.11895 -2.58951 -0.20132
N 8.74646 -1.37626 0.42307
C 8.52162 -0.13446 -0.42315
C 7.27997 -0.34121 -1.28512
C -0.48380 3.14853 -0.53562
O -0.47334 4.36832 -0.56266
O -1.56352 2.45690 -0.71301
H 1.75477 -1.60253 -0.09465
H 1.82008 4.24004 -0.60981
H 4.70217 3.56899 -1.66440
H 6.28340 4.03239 0.24825
H 5.01756 3.44392 1.42648
H 4.64292 5.80207 -0.56000
H 3.44307 5.19352 0.66379
H 5.51476 1.52940 -0.52449
H 6.19923 -3.14340 -0.92212
H 6.20590 -2.67770 0.77548
H 8.54256 -2.67716 -1.19912
H 8.40739 -3.46868 0.37032
H 9.74651 -1.52635 0.56761
H 8.33919 -1.23399 1.34895
H 9.41138 0.02495 -1.02913
H 8.40678 0.69844 0.26686
H 7.52821 -0.90997 -2.18620
H 6.93245 0.62640 -1.63115
N -2.44112 0.84567 2.27726
C -3.90049 0.98026 2.53661
C -4.24030 1.87077 3.73195
C -3.92386 3.37146 3.61397
C -5.08726 4.25270 3.13438
N -5.28493 4.25707 1.68795
C -4.44266 4.81081 0.82428
N -4.50095 4.48086 -0.46612
N -3.54294 5.70679 1.23478
C -4.64329 1.38986 1.26812
O -5.80334 1.73492 1.33207
O -3.96168 1.38661 0.15555
H -2.08075 0.03424 2.76896
H -1.92144 1.64824 2.62285
H -4.26463 -0.02447 2.76666
H -3.71892 1.45993 4.59951
H -5.30493 1.73803 3.92834
H -3.05466 3.55366 2.97016
H -3.63937 3.73114 4.60386
H -4.96156 5.27629 3.49101
H -6.02278 3.90198 3.56597
H -5.93594 3.57288 1.32356
H -4.92704 3.59963 -0.71307
H -3.75618 4.79581 -1.06848
H -3.63106 6.15557 2.12854
H -2.83196 6.02417 0.59375
Te -0.86763 -2.14526 -1.55931
C -1.51940 -3.70421 -2.79825
C -0.89260 -4.94561 -2.72891
C -1.26581 -5.93734 -3.62290
C -2.24944 -5.69059 -4.57193
C -2.85772 -4.44638 -4.64363
C -2.49219 -3.44321 -3.75650
C -0.97972 -3.19236 0.26762
C -0.38452 -2.67195 1.41278
C -0.51002 -3.34979 2.61791
C -1.22659 -4.53623 2.68277
C -1.83960 -5.03838 1.54332
C -1.72443 -4.36734 0.33422
H -0.12351 -5.14566 -1.99326
H -0.78676 -6.90600 -3.57756
H -2.53823 -6.47160 -5.26204
H -3.61821 -4.25449 -5.38822
H -2.96779 -2.47325 -3.81910
H 0.13733 -1.72625 1.38490
H -0.04394 -2.94924 3.50878
H -1.31395 -5.06653 3.62143
H -2.41470 -5.95330 1.59297
H -2.21996 -4.76088 -0.54218
N -8.09416 -1.75870 -2.10583
C -6.98426 -1.58410 -1.86796
C -5.59814 -1.36552 -1.57398
C -5.04748 -1.89575 -0.41142
C -3.69823 -1.72667 -0.14231
C -2.90462 -0.93988 -1.00292
C -3.46905 -0.45687 -2.21906
C -4.80191 -0.64431 -2.47984
H -5.67263 -2.46029 0.26759
H -3.26950 -2.17278 0.74563
H -2.85947 0.11481 -2.90873
H -5.24899 -0.24709 -3.38135



99
Properties=species:S:1:pos:R:3 method="wB97M-V/def2-TZVPD" gap_ev="7.040 / 6.310" charge=+2 spin_multiplicity=2 energy_ha=-8502.7361
Fe -0.22976 -0.98275 -1.04166
O 6.37502 0.98640 -1.62204
C 6.02355 -0.33401 -1.28410
C 4.52620 -0.41940 -1.18898
C 3.74548 0.72078 -1.05315
C 2.37009 0.59106 -0.99291
N 1.75549 -0.58631 -1.05373
C 2.50050 -1.69659 -1.17636
C 3.87979 -1.65114 -1.24879
C 1.71941 -2.94772 -1.31967
C 2.23829 -4.21000 -1.11306
C 1.44807 -5.32094 -1.38589
C 1.98809 -6.69988 -1.12754
O 2.61751 -6.66811 0.14148
C 0.17251 -5.10915 -1.89131
C -0.30019 -3.81559 -2.02357
N 0.44152 -2.75050 -1.71385
H 7.32699 1.04351 -1.74989
H 6.44698 -0.62228 -0.31207
H 6.37700 -1.05894 -2.02550
H 4.20365 1.69722 -1.01906
H 1.72898 1.45938 -0.89713
H 4.44677 -2.56316 -1.37702
H 3.23397 -4.34061 -0.71569
H 2.70755 -6.95051 -1.91673
H 1.17703 -7.43272 -1.16490
H 3.00068 -7.53251 0.32438
H -0.46969 -5.93919 -2.15183
H -1.30888 -3.62261 -2.35758
C 2.75097 8.44887 -0.05545
C 2.12335 7.09091 -0.03819
C 1.97405 6.34879 -1.20405
C 1.36185 5.10652 -1.20992
C 1.31557 4.35947 -2.51195
C 0.85352 4.58770 0.00891
Se -0.17996 3.04078 0.03565
C 1.06478 5.30462 1.22034
C 0.61218 4.77906 2.55128
C 1.68322 6.53515 1.16624
H 3.04371 8.74338 -1.06087
H 3.63478 8.47397 0.58342
H 2.05386 9.19309 0.33280
H 2.35302 6.74994 -2.13635
H 2.33045 4.10451 -2.82373
H 0.88778 4.98388 -3.29738
H 0.74502 3.43740 -2.43296
H 0.78400 3.70777 2.63872
H -0.45794 4.94529 2.69181
H 1.14093 5.29023 3.35318
H 1.83145 7.09005 2.08478
S -2.51383 -1.66385 -0.80976
Sb -2.42505 -1.67776 1.49078
C -0.41774 -2.10994 1.93012
C 0.55528 -1.11243 1.88691
C 1.88744 -1.44597 2.10593
C 2.24626 -2.76725 2.31825
C 1.27931 -3.76518 2.32993
C -0.05484 -3.43843 2.14828
C -2.93373 0.20729 2.24284
C -2.08575 0.92429 3.07814
C -2.44961 2.20123 3.48223
C -3.65330 2.74561 3.06416
C -4.50595 2.01953 2.24283
C -4.14638 0.74921 1.82414
C -3.63041 -3.21420 2.22280
C -4.31806 -4.02084 1.32420
C -5.10140 -5.05712 1.81154
C -5.18634 -5.27999 3.17747
C -4.49800 -4.46828 4.06954
C -3.71595 -3.42767 3.59523
H 0.28731 -0.07036 1.73305
H 2.64074 -0.66865 2.11140
H 3.28511 -3.02414 2.47777
H 1.56471 -4.79728 2.48322
H -0.81001 -4.21525 2.18682
H -1.15616 0.49773 3.43414
H -1.79339 2.76570 4.13003
H -3.93524 3.73826 3.38693
H -5.45284 2.44061 1.93499
H -4.81262 0.18745 1.17841
H -4.24853 -3.84127 0.25790
H -5.64706 -5.68838 1.12414
H -5.79561 -6.09079 3.55203
H -4.57427 -4.64296 5.13358
H -3.18851 -2.79059 4.29608
C -2.72816 -0.55196 -4.14033
As -1.97263 0.90265 -3.14648
C -1.29888 2.18729 -4.38922
C -3.31255 1.74556 -2.07538
O -0.67866 0.42606 -2.18281
H -3.22378 -0.15382 -5.02419
H -3.44483 -1.08939 -3.52120
H -1.92306 -1.22040 -4.44376
H -2.05758 2.39898 -5.14154
H -0.40401 1.78703 -4.86377
H -1.04877 3.09785 -3.84678
H -4.05459 2.21900 -2.71703
H -2.81756 2.49493 -1.45769
H -3.77974 0.99280 -1.44394



98
Properties=species:S:1:pos:R:3 method="wB97M-V/def2-TZVPD" gap_ev=6.028 charge=+1 energy_ha=-7513.3227
Tl 0.16364 1.75596 0.83967
O -2.84813 4.93585 2.84771
C -3.91468 4.11655 2.88320
C -5.14680 4.67129 3.23940
C -6.28237 3.89084 3.30210
C -6.21129 2.52821 3.03657
C -5.00061 1.97242 2.66842
C -3.84772 2.74959 2.57837
C -2.57775 2.09320 2.05868
O -1.53968 2.94521 1.81668
N -2.17318 1.04475 3.02663
N -0.96397 0.55484 2.92413
C -0.51507 -0.32853 3.73825
C 0.81904 -0.88376 3.63000
Br 2.14780 0.31768 2.90596
C 1.20754 -2.09503 4.03508
C 2.56765 -2.64664 3.85411
C 3.37170 -2.94000 4.95165
C 4.68373 -3.34985 4.76871
C 5.19130 -3.51148 3.48888
C 4.38050 -3.26858 2.38908
C 3.07890 -2.83295 2.56967
H -2.09351 4.41425 2.50057
H -5.17844 5.73269 3.44687
H -7.23209 4.34458 3.55241
H -7.09789 1.91086 3.09344
H -4.93852 0.91667 2.42971
H -2.86249 1.54872 1.13373
H -2.75410 0.82393 3.82504
H -1.15215 -0.73756 4.52298
H 0.47163 -2.72625 4.52464
H 2.97601 -2.81488 5.95180
H 5.30972 -3.54038 5.63005
H 6.21628 -3.82687 3.34693
H 4.76106 -3.41870 1.38631
H 2.44484 -2.63729 1.71237
Cl -1.60902 2.82139 -1.33642
C -2.51992 1.72445 -2.33811
C -3.25882 2.28702 -3.36828
C -4.01808 1.47205 -4.18819
C -4.05252 0.10375 -3.96209
C -3.30782 -0.44834 -2.93599
C -2.51789 0.35020 -2.10533
P -1.49583 -0.41258 -0.77646
C -1.03804 -1.97850 -1.64666
C -0.09533 -1.88645 -2.67042
C 0.29267 -3.00689 -3.38525
C -0.25678 -4.24476 -3.08327
C -1.19545 -4.34803 -2.06986
C -1.58537 -3.22447 -1.35265
C -2.75900 -1.06632 0.37335
C -2.26849 -1.82795 1.43504
C -3.13721 -2.41724 2.33619
C -4.50760 -2.25147 2.18166
C -5.00026 -1.48591 1.13629
C -4.13058 -0.89066 0.23181
H -3.23583 3.35811 -3.51475
H -4.58049 1.91022 -5.00099
H -4.66137 -0.53816 -4.58410
H -3.33570 -1.51663 -2.76471
H 0.32357 -0.91934 -2.92165
H 1.01393 -2.91520 -4.18703
H 0.03751 -5.12292 -3.64203
H -1.64551 -5.30416 -1.83765
H -2.32426 -3.33129 -0.57246
H -1.19834 -1.98462 1.52364
H -2.74984 -3.01756 3.14989
H -5.19236 -2.72690 2.87127
H -6.06760 -1.35550 1.01392
H -4.52416 -0.30732 -0.58983
C 7.16059 -0.02923 -1.30609
C 6.16757 -1.04000 -0.73876
C 4.71484 -0.72653 -1.11205
C 4.19382 0.51563 -0.38441
Ge 2.28118 0.65282 -0.89461
C 1.78826 1.34422 -2.69262
C 2.54095 2.60247 -3.11856
C 2.29311 2.90830 -4.59663
C 3.17749 4.03811 -5.11524
H 8.18066 -0.33750 -1.08165
H 7.01280 0.96124 -0.87501
H 7.05918 0.04029 -2.39027
H 6.26102 -1.08278 0.34932
H 6.40758 -2.02988 -1.13245
H 4.08508 -1.58376 -0.85290
H 4.65210 -0.58885 -2.19691
H 4.72847 1.41897 -0.67335
H 4.26922 0.39022 0.69618
H 1.63504 -0.73297 -0.65349
H 0.70839 1.49846 -2.74707
H 2.04433 0.51453 -3.36105
H 3.61591 2.46242 -2.96624
H 2.22499 3.45273 -2.50861
H 1.24118 3.16843 -4.74065
H 2.49343 2.00580 -5.18142
H 2.97813 4.97066 -4.58630
H 2.99228 4.20572 -6.17554
H 4.23325 3.79303 -4.99231